The following is a DFT calculation (ωB97M-V with the def2-TZVPD basis set) of a 5-piece molecular cluster, C28H68BrN4O2 overall.

Computed properties:
Total charge: +3
Total energy, Ha: -4050.100433
Highest occupied orbital energy, eV: -9.436
Relative energy (zero: lowest compared OMol25 entry of this formula, charge and spin), eV: 1.3756
HOMO-LUMO gap, eV: 4.1
LUMO, eV: -5.349
Strongest force on any atom, eV/A: 2.69

The geometry in XYZ format:
```
103
Properties=species:S:1:pos:R:3:forces:R:3:lowdin_charge:R:1
C -1.9567 2.9908 9.0677 -0.573 0.211 -1.249 -0.076
C -2.0434 2.8331 7.4934 -0.034 0.916 0.873 -0.243
C -1.1156 1.8389 6.8310 0.921 0.335 -1.663 -0.168
C -1.2331 1.7381 5.2241 -0.021 -0.570 1.318 -0.071
N 0.0118 1.1001 4.5779 -0.243 -0.900 -0.931 -0.227
C 0.4087 -0.2558 5.1761 0.448 -0.817 -0.550 -0.073
C 1.9641 -0.2828 5.2959 -0.422 -0.182 -1.168 -0.145
C 2.3077 1.1492 5.5710 -0.916 1.045 1.322 -0.156
C 1.2824 1.9496 4.7333 0.338 -0.065 -0.913 -0.084
C -0.3607 0.9104 3.0504 0.233 0.785 0.741 0.033
H -2.5652 3.8593 9.3199 -0.268 -0.063 -0.089 0.072
H -0.9834 3.2876 9.4586 0.240 -0.636 -0.188 0.071
H -2.4174 2.1427 9.5742 0.431 -0.064 0.109 0.073
H -1.7242 3.7920 7.0849 -0.275 0.248 -0.068 0.107
H -3.0924 2.7202 7.2199 0.011 -0.244 -0.035 0.113
H -1.1235 0.8394 7.2657 -0.324 0.013 -0.084 0.106
H -0.1212 2.2494 7.0065 0.311 -0.209 0.191 0.099
H -1.3913 2.6144 4.5955 0.142 0.615 0.815 0.132
H -2.1122 1.1367 4.9927 0.256 -0.482 -0.114 0.132
H 0.0160 -1.0046 4.4882 0.111 -0.070 0.115 0.123
H -0.0675 -0.4442 6.1384 0.067 0.489 -0.101 0.120
H 2.4791 -0.5165 4.3641 -0.530 -0.367 -0.448 0.114
H 2.3648 -1.0242 5.9871 -0.388 0.272 0.353 0.129
H 3.3377 1.4218 5.3410 -0.172 0.026 -0.073 0.128
H 2.1352 1.3150 6.6345 0.139 0.373 0.091 0.118
H 1.7304 2.0408 3.7438 -0.265 -0.102 -0.230 0.121
H 0.9872 2.9689 4.9824 0.146 -0.218 0.622 0.137
H 0.4713 0.5345 2.4548 0.145 -0.204 0.538 0.101
H -0.6217 1.8826 2.6325 0.137 0.191 0.303 0.105
H -1.2517 0.3005 2.9012 0.197 -0.221 0.589 0.106
C 2.9378 -7.0655 0.3614 0.277 -0.337 0.020 -0.107
C 1.6631 -6.4719 -0.2268 0.330 0.313 1.555 -0.246
C 0.3252 -6.9997 0.3540 -0.298 -0.289 -1.517 -0.183
C -0.0976 -8.2585 -0.3850 -0.701 -1.343 -0.296 -0.108
N -1.6537 -8.5891 -0.3660 0.051 -0.152 1.089 -0.197
C -2.1270 -9.7676 -1.3486 -0.113 -0.083 1.300 -0.030
C -3.3635 -9.2555 -2.1523 1.992 -0.048 -0.504 -0.143
C -3.7424 -8.0216 -1.3675 -0.422 -0.439 -1.096 -0.171
C -2.4415 -7.4045 -0.9347 -0.072 -0.082 0.105 -0.122
C -2.0837 -8.9621 1.1014 -0.124 1.126 -1.278 0.059
H 2.9162 -7.0890 1.4510 -0.161 -0.168 0.042 0.078
H 3.7809 -6.4202 0.1147 0.008 -0.035 -0.163 0.078
H 3.1821 -8.0570 -0.0196 -0.070 -0.089 0.105 0.077
H 1.7614 -6.4938 -1.3122 -0.559 0.185 -0.007 0.113
H 1.6981 -5.4569 0.1688 -0.119 0.402 -0.673 0.104
H -0.4500 -6.2833 0.0821 0.115 0.420 0.448 0.096
H 0.3824 -7.1201 1.4358 -0.010 0.001 -0.088 0.119
H 0.4503 -9.1378 -0.0464 -0.382 -0.207 0.316 0.139
H 0.1768 -8.1978 -1.4382 -0.332 0.289 -0.137 0.124
H -2.4617 -10.5892 -0.7152 0.506 0.017 0.124 0.121
H -1.1971 -10.0285 -1.8539 -0.484 -0.150 -0.443 0.126
H -4.2451 -9.8763 -2.3117 0.500 -0.632 0.525 0.131
H -2.9445 -9.0950 -3.1457 -0.432 0.695 -0.189 0.118
H -4.3180 -8.4251 -0.5344 -0.145 0.650 0.244 0.118
H -4.3859 -7.4299 -2.0186 0.082 0.519 0.504 0.136
H -2.6070 -6.5353 -0.2981 0.398 -0.428 0.589 0.135
H -1.8203 -7.0670 -1.7643 -0.253 0.002 -0.265 0.139
H -3.1425 -8.7094 1.1584 0.047 -0.342 0.102 0.096
H -1.5693 -8.3048 1.8024 0.167 -0.175 -0.173 0.093
H -1.9147 -10.0173 1.3162 0.165 0.229 -0.226 0.108
C 4.6441 7.4983 -0.2715 -1.339 -1.265 0.821 0.011
N 3.4734 8.0247 -1.1042 -0.878 -0.460 1.369 -0.315
C 2.8458 6.8981 -1.9546 0.445 0.730 0.452 0.023
C 2.3287 8.4153 -0.1101 0.702 0.625 -0.393 0.040
C 3.8904 9.1479 -1.9931 0.735 0.691 -0.494 -0.116
C 4.3018 10.4622 -1.3147 -0.368 -0.085 0.139 -0.221
O 5.2395 10.2831 -0.2889 -0.348 -0.610 0.846 -0.045
H 5.5999 7.3556 -0.7757 -0.316 0.565 -0.298 0.117
H 4.3031 6.5085 0.0320 0.134 -0.266 -0.185 0.095
H 4.6980 8.0013 0.6940 0.347 0.609 -0.604 0.106
H 1.9371 7.3222 -2.3818 0.182 -0.142 -0.188 0.111
H 2.5789 6.0717 -1.2958 0.104 0.179 0.031 0.101
H 3.5500 6.5505 -2.7104 -0.036 0.244 0.032 0.112
H 1.9340 7.5242 0.3781 0.188 0.028 -0.242 0.110
H 1.5430 8.9569 -0.6367 0.016 -0.399 -0.356 0.115
H 2.6794 9.1252 0.6390 0.454 -0.247 -0.062 0.109
H 3.0510 9.3939 -2.6435 0.175 -0.314 -0.300 0.143
H 4.7670 8.7719 -2.5207 -0.303 -0.208 -0.479 0.139
H 3.3487 10.8787 -0.9887 0.442 0.541 0.704 0.126
H 4.8278 11.1847 -1.9387 -0.950 -0.208 -1.151 0.143
H 6.0008 9.9218 -0.7488 0.560 0.145 0.347 0.097
C -2.2839 2.3442 -6.4338 -1.749 -2.039 0.133 0.050
N -2.3702 0.8575 -6.9522 1.018 -0.137 0.700 -0.319
C -3.3559 0.0726 -5.9801 0.748 1.891 -1.637 0.054
C -2.9284 0.8539 -8.4006 -0.225 -0.111 1.911 0.031
C -0.9836 0.1508 -6.9401 -1.050 0.499 -0.060 -0.095
C -0.4198 -0.2882 -5.5885 0.456 -0.451 -0.744 -0.247
O -0.0047 0.7287 -4.6993 -0.811 0.032 -0.187 -0.036
H -3.3348 2.6317 -6.4678 0.112 0.579 -0.489 0.096
H -1.6454 2.9757 -7.0515 0.073 -0.341 0.301 0.115
H -2.1454 2.2800 -5.3545 1.026 0.215 -0.228 0.102
H -4.2448 0.6920 -6.1000 -0.282 -0.462 0.443 0.105
H -2.9531 0.1385 -4.9693 -0.158 -0.088 -0.212 0.101
H -3.5215 -0.9393 -6.3498 0.212 0.144 0.065 0.110
H -2.1692 1.2007 -9.1016 -0.203 0.140 0.188 0.113
H -3.8112 1.4846 -8.2959 0.172 0.175 -0.655 0.104
H -3.2778 -0.1509 -8.6381 0.305 -0.013 -0.018 0.105
H -0.2552 0.7621 -7.4728 -0.276 0.228 -0.069 0.138
H -1.2134 -0.7290 -7.5412 0.457 -0.240 0.094 0.131
H 0.4404 -0.8944 -5.8724 0.109 -0.126 -0.084 0.131
H -1.1133 -1.0124 -5.1612 -0.053 0.305 0.609 0.112
H 0.9523 0.7439 -4.6253 -0.010 -0.095 -0.098 0.098
Br -4.9276 4.8420 -0.3833 0.382 -0.214 -0.043 -0.997
```
Forces are in eV/Å.